1.
Computed, not measured: C32H52AgN3Si2Te as an isolated structure, with ωB97M-V/def2-TZVPD.

The geometry in XYZ format:
```
91
Properties=species:S:1:pos:R:3:mulliken_charge:R:1
Ag -0.110 -0.190 -0.132 0.2863
C -2.947 -1.852 -2.251 -1.2098
C -2.670 -0.439 -2.687 0.1901
C -3.353 0.125 -3.760 -0.9350
C -3.028 1.436 -4.105 -0.5376
C -2.064 2.118 -3.407 -0.8756
C -1.386 1.487 -2.318 0.3182
N -1.751 0.211 -1.990 0.6568
N -0.404 2.017 -1.601 0.4316
Si 0.164 3.605 -1.628 -0.1784
C 1.470 3.811 -0.287 -0.0848
C 1.014 4.138 -3.242 -1.1478
C -1.202 4.896 -1.323 -1.1325
H -3.940 -1.935 -1.801 0.3024
H -2.198 -2.156 -1.523 -0.0842
H -2.902 -2.537 -3.101 0.3898
H -4.093 -0.446 -4.307 0.4146
H -3.529 1.918 -4.940 0.3572
H -1.792 3.128 -3.686 0.2176
H 2.472 3.641 -0.686 0.1135
H 1.302 3.073 0.495 -0.6929
H 1.443 4.807 0.161 0.4814
H 1.801 3.429 -3.506 0.2453
H 1.473 5.125 -3.119 0.3389
H 0.319 4.193 -4.082 0.3153
H -1.959 4.488 -0.652 0.2652
H -1.699 5.180 -2.252 0.2848
H -0.801 5.805 -0.867 0.4154
C 4.717 1.044 -0.707 -1.1728
Te 2.924 0.136 0.075 0.4817
C 3.070 1.286 1.864 -0.7166
H 5.560 0.825 -0.053 0.3393
H 4.583 2.120 -0.800 0.3005
H 4.901 0.619 -1.691 0.2987
H 3.187 2.338 1.615 0.4778
H 3.904 0.940 2.473 0.4480
H 2.135 1.146 2.398 -0.3610
C -2.649 -1.323 2.003 -1.5253
Si -1.044 -0.265 2.172 0.3726
C -0.120 -1.123 3.703 2.7114
C -1.049 -2.063 4.478 -2.0184
C 0.471 -0.140 4.717 -1.9390
C 1.037 -1.961 3.153 -1.4086
C -1.801 1.457 2.742 2.5060
C -2.732 1.370 3.956 -1.9997
C -2.619 1.970 1.548 -2.1428
C -0.722 2.506 3.008 -1.7233
H -3.289 -1.315 2.892 0.4785
H -2.405 -2.365 1.785 0.2720
H -3.230 -0.958 1.155 0.3206
H -1.901 -1.535 4.912 0.3249
H -0.498 -2.540 5.302 0.5193
H -1.442 -2.858 3.844 0.2823
H -0.284 0.492 5.189 0.3766
H 1.217 0.514 4.264 0.2305
H 0.978 -0.701 5.516 0.5187
H 0.700 -2.706 2.430 0.1208
H 1.545 -2.489 3.974 0.5363
H 1.775 -1.340 2.640 -0.0436
H -3.650 0.834 3.707 0.3458
H -3.023 2.376 4.294 0.5228
H -2.276 0.858 4.807 0.3093
H -3.453 1.309 1.309 0.3154
H -2.001 2.056 0.651 0.1117
H -3.037 2.962 1.777 0.5486
H -0.126 2.290 3.895 0.3131
H -1.183 3.494 3.151 0.5752
H -0.045 2.580 2.156 -0.0247
C 2.443 -1.424 -5.185 -0.5886
C 2.017 -0.380 -4.363 -0.7067
C 1.474 -0.617 -3.119 0.5449
C 1.328 -1.930 -2.598 -0.3521
C 1.742 -2.976 -3.464 -0.6065
C 2.279 -2.719 -4.714 -0.5381
N 0.750 -2.087 -1.377 0.7309
C 0.839 -3.271 -0.692 -0.1289
C 2.002 -4.068 -0.597 -0.3252
C 2.042 -5.202 0.194 -0.5513
C 0.935 -5.609 0.931 -0.5850
C -0.214 -4.827 0.870 -0.6237
C -0.260 -3.690 0.087 0.1397
H 2.868 -1.232 -6.163 0.3640
H 2.098 0.647 -4.705 0.3581
H 1.126 0.217 -2.520 -0.2673
H 1.607 -4.003 -3.155 0.4151
H 2.570 -3.560 -5.338 0.3245
H 2.891 -3.754 -1.128 0.4879
H 2.965 -5.772 0.250 0.3240
H 0.974 -6.495 1.553 0.3414
H -1.087 -5.099 1.454 0.3607
H -1.146 -3.068 0.076 -0.1460
```

## Properties
Highest occupied orbital energy, eV: -1.1
HOMO-LUMO gap, eV: 5.112
Energy, eV: -65548.8437
Total charge: -2

2.
Computed, not measured: a 12-piece molecular cluster, C32H52Cl23O4S overall, with ωB97M-V/def2-TZVPD.

The geometry in XYZ format:
```
112
Properties=species:S:1:pos:R:3:mulliken_charge:R:1
C 7.985 -1.987 0.653 -0.5633
C 7.951 -0.686 1.457 -0.4783
S 6.338 0.182 1.478 -0.0269
C 5.418 -0.234 -0.040 -0.8101
C 3.934 -0.432 0.288 1.5283
C 3.182 0.412 0.993 -0.9396
C 1.745 0.038 1.228 -0.1441
O 0.909 0.886 1.421 -0.6033
C 1.359 -1.434 1.218 0.6191
C 0.117 -1.955 1.968 -0.0082
O 0.184 -2.994 2.642 -0.7201
O -0.893 -1.252 1.813 -0.6720
C 2.130 -2.244 0.501 0.6480
Cl 1.808 -3.947 0.310 -0.2332
C 3.318 -1.700 -0.230 -0.1317
O 3.773 -2.251 -1.210 -0.6620
H 7.683 -1.872 -0.387 0.4046
H 7.456 -2.795 1.158 -0.0616
H 9.032 -2.310 0.622 0.2369
H 8.719 0.001 1.101 0.3716
H 8.159 -0.952 2.494 0.2452
H 5.783 -1.164 -0.471 0.3565
H 5.518 0.561 -0.782 0.1540
H 3.592 1.346 1.369 0.4040
Cl -6.248 -0.208 3.243 -0.1742
C -4.554 -0.644 2.858 -0.4870
C -3.919 0.338 1.912 0.0748
Cl -4.633 0.262 0.274 -0.1284
H -4.551 -1.651 2.450 0.3513
H -4.004 -0.655 3.797 0.3116
H -2.855 0.105 1.807 0.0978
H -4.015 1.361 2.269 -0.0141
Cl 5.366 2.662 4.866 -0.1842
C 3.912 1.884 5.547 -0.4456
C 3.899 0.396 5.307 -0.6453
Cl 3.681 0.005 3.585 0.0829
H 3.039 2.363 5.111 0.3057
H 3.916 2.085 6.618 0.3488
H 3.066 -0.056 5.846 0.3114
H 4.821 -0.072 5.646 0.3087
Cl -9.410 2.199 -2.717 -0.2223
C -7.728 1.859 -2.213 -0.3581
C -7.104 3.028 -1.499 -0.1528
Cl -6.818 4.411 -2.597 -0.2257
H -7.161 1.581 -3.099 0.3329
H -7.765 0.998 -1.547 0.2742
H -6.135 2.736 -1.098 0.0863
H -7.723 3.373 -0.683 0.2726
Cl -5.501 -1.715 -3.846 -0.2269
C -3.950 -1.667 -2.957 -0.4098
C -2.834 -2.329 -3.722 -0.3540
Cl -3.056 -4.095 -3.844 -0.2162
H -4.103 -2.135 -1.988 0.3081
H -3.713 -0.617 -2.794 0.2659
H -1.888 -2.163 -3.210 0.3079
H -2.751 -1.931 -4.731 0.3257
Cl 6.761 -7.201 2.428 -0.2119
C 5.113 -6.548 2.660 -0.4581
C 4.637 -5.754 1.471 -0.4018
Cl 5.536 -4.229 1.278 -0.1213
H 5.116 -5.945 3.564 0.3271
H 4.455 -7.401 2.817 0.3352
H 3.591 -5.488 1.602 0.1403
H 4.734 -6.320 0.547 0.3114
Cl -3.747 4.049 1.030 -0.1550
C -5.131 4.915 1.743 -0.5415
C -5.998 4.008 2.582 -0.4745
Cl -6.860 2.808 1.590 -0.1425
H -5.698 5.368 0.932 0.2984
H -4.723 5.710 2.365 0.3714
H -6.754 4.597 3.101 0.3556
H -5.415 3.470 3.327 0.3205
Cl 6.897 5.014 -1.361 -0.1982
C 5.433 4.166 -1.925 -0.3541
C 4.342 4.156 -0.884 -0.5886
Cl 4.758 3.136 0.514 -0.0537
H 5.719 3.156 -2.211 0.2624
H 5.087 4.691 -2.814 0.3224
H 3.428 3.747 -1.315 0.2517
H 4.130 5.158 -0.519 0.3903
Cl -6.790 3.295 -7.379 -0.1915
C -8.304 3.349 -6.439 -0.0783
C -9.479 2.820 -7.221 -0.4079
Cl -9.929 3.894 -8.575 -0.2011
H -8.466 4.375 -6.120 0.3075
H -8.150 2.736 -5.552 -0.0586
H -10.349 2.750 -6.570 0.2858
H -9.274 1.834 -7.629 0.3353
Cl -8.807 1.136 4.227 -0.0831
C -10.389 1.842 4.629 -0.5235
C -10.451 3.311 4.293 -0.4075
Cl -9.401 4.291 5.351 -0.1973
H -10.581 1.663 5.684 0.3248
H -11.136 1.303 4.048 0.2840
H -11.468 3.678 4.428 0.3275
H -10.153 3.495 3.263 0.2676
Cl 10.818 -1.526 2.599 -0.1278
C 12.411 -1.979 1.945 -0.5545
C 12.907 -0.983 0.928 -0.4316
Cl 11.939 -1.014 -0.568 -0.1740
H 12.328 -2.976 1.519 0.3258
H 13.101 -2.021 2.786 0.3349
H 13.932 -1.222 0.648 0.3265
H 12.886 0.031 1.321 0.3020
Cl 0.462 -3.474 -4.906 -0.1375
C -0.194 -4.211 -6.386 -0.3726
C 0.571 -5.443 -6.798 -0.4588
Cl 2.218 -5.058 -7.364 -0.1967
H -0.187 -3.457 -7.170 0.3180
H -1.230 -4.477 -6.173 0.2043
H 0.059 -5.933 -7.624 0.3045
H 0.655 -6.150 -5.977 0.3331
```

## Properties
Highest occupied orbital energy, eV: -5.3
HOMO-LUMO gap, eV: 7.008
Energy, eV: -341072.2222
Total charge: -1